No. 1
DFT (ωB97M-V/def2-TZVPD) results for a 7-piece molecular cluster, C7H18Cl6N4O8 overall.

Last column: Mulliken charge in e.
CARTESIAN COORDINATES (ANGSTROEM)
C (-1.7131, -2.9282, -4.3137)  -0.73
N (-2.0658, -3.0431, -2.8842)  0.85
O (-1.7523, -4.0205, -2.2632)  -0.50
O (-2.6338, -2.0867, -2.3897)  -0.49
H (-0.7502, -2.4324, -4.3659)  0.28
H (-2.5258, -2.4420, -4.8404)  0.30
H (-1.6434, -3.9364, -4.7183)  0.29
C (0.9006, 3.5048, 2.0847)  -0.51
N (2.2339, 3.3246, 1.4457)  0.94
O (2.4121, 3.9721, 0.4339)  -0.51
O (3.0395, 2.5762, 1.9454)  -0.51
H (0.5468, 4.4956, 1.8357)  0.28
H (1.0355, 3.3875, 3.1562)  0.29
H (0.3082, 2.6862, 1.6855)  0.03
C (4.3717, -0.7100, 0.9599)  -0.54
N (5.4890, -0.3918, 1.8665)  0.97
O (5.3008, -0.5996, 3.0390)  -0.55
O (6.5423, -0.0703, 1.3725)  -0.55
H (4.2819, -1.7922, 1.0218)  0.35
H (4.5447, -0.3885, -0.0594)  0.12
H (3.4776, -0.2265, 1.3457)  0.17
C (-3.1577, -1.9872, 0.8068)  -0.61
N (-1.9485, -2.7954, 1.0196)  1.01
O (-0.9993, -2.6184, 0.2855)  -0.51
O (-1.9290, -3.5442, 1.9639)  -0.58
H (-3.3798, -1.4227, 1.7069)  0.31
H (-3.9806, -2.6537, 0.5594)  0.26
H (-2.9821, -1.3270, -0.0296)  0.10
Cl (-1.9068, 1.1119, 0.5646)  -0.16
C (-0.6601, 0.6676, -0.6116)  -0.21
Cl (0.9192, 0.4742, 0.1871)  -0.01
H (-0.9621, -0.2656, -1.0749)  0.03
H (-0.5478, 1.4715, -1.3291)  0.35
Cl (1.9973, 2.2455, -2.9631)  -0.17
C (3.3308, 1.2649, -2.3623)  -0.08
Cl (4.5333, 2.2107, -1.4625)  -0.12
H (2.9369, 0.4538, -1.7592)  -0.02
H (3.8074, 0.8160, -3.2286)  0.40
Cl (-6.3232, 0.1880, 1.7421)  -0.16
C (-5.2735, 1.5509, 2.1882)  -0.02
Cl (-4.4918, 1.1845, 3.7365)  -0.14
H (-4.5261, 1.6391, 1.4092)  0.01
H (-5.8567, 2.4568, 2.2933)  0.32

The charge is 0. The SMILES is C[N+](=O)[O-].C[N+](=O)[O-].C[N+](=O)[O-].C[N+](=O)[O-].ClCCl.ClCCl.ClCCl. The calculation puts the LUMO energy at -0.20 eV. The energy above the lowest of the compared OMol25 structures with the same formula, charge and spin is 0.099 eV.

No. 2
DFT (ωB97M-V/def2-TZVPD) results for C42H41BiCl2N9Se as an isolated structure.

Last column: Mulliken charge in e.
CARTESIAN COORDINATES (ANGSTROEM)
Bi (-0.3218, -0.1883, 0.9818)  1.37
C (0.6684, 6.3061, -1.5359)  -1.84
C (0.5665, 4.8282, -1.2640)  0.41
C (1.6838, 4.1012, -0.8662)  -1.14
C (1.5958, 2.7296, -0.7075)  -0.43
C (0.3980, 2.0497, -0.9034)  0.31
N (0.3961, 0.6282, -0.8952)  1.35
C (0.3938, 0.0430, -2.1887)  0.69
C (0.6976, 0.8768, -3.2908)  -0.76
C (0.9874, 0.4181, -4.5570)  -1.15
C (0.9999, -0.9405, -4.8348)  0.03
C (1.3956, -1.4960, -6.1779)  -1.77
C (0.6080, -1.7695, -3.8070)  -0.70
C (0.2609, -1.3232, -2.5314)  0.56
N (-0.2646, -2.3359, -1.6638)  0.68
C (-0.4913, -3.6369, -1.9503)  -0.07
C (-1.1558, -4.2034, -0.8882)  -1.48
C (-1.2966, -3.1682, 0.0293)  -0.40
N (-0.7583, -2.0496, -0.4525)  -0.14
C (-0.7662, 2.7918, -1.1838)  0.51
C (-0.6451, 4.1625, -1.4003)  -0.89
N (-2.0646, 2.1965, -1.2382)  0.84
C (-3.2403, 2.8599, -1.4454)  -0.35
C (-4.2573, 1.9641, -1.2876)  -1.03
C (-3.6134, 0.7565, -0.9553)  -0.71
N (-2.3027, 0.8964, -0.9195)  -0.02
H (1.5460, 6.5203, -2.1447)  0.41
H (0.7707, 6.8678, -0.6049)  0.31
H (-0.2124, 6.6752, -2.0588)  0.40
H (2.6285, 4.6072, -0.7033)  0.44
H (2.4800, 2.1512, -0.4661)  0.47
H (0.7580, 1.9406, -3.1407)  0.52
H (1.2246, 1.1375, -5.3330)  0.46
H (1.9989, -0.7795, -6.7338)  0.41
H (0.5191, -1.7368, -6.7836)  0.33
H (1.9760, -2.4120, -6.0585)  0.39
H (0.5721, -2.8292, -4.0193)  0.32
H (-0.1991, -4.1071, -2.8709)  0.46
H (-1.4764, -5.2273, -0.7960)  0.49
H (-1.7719, -3.1594, 1.0005)  0.32
H (-1.5116, 4.7446, -1.6802)  0.22
H (-3.2824, 3.9015, -1.7080)  0.41
H (-5.3137, 2.1532, -1.3795)  0.47
H (-4.0505, -0.2130, -0.7586)  0.61
C (4.8922, -0.5645, -0.9338)  -1.45
C (3.4570, -0.8428, -1.4061)  0.25
C (2.9726, -2.1855, -0.9173)  0.93
C (3.3322, -3.3304, -1.6220)  -0.50
C (3.0327, -4.5897, -1.1358)  -1.42
C (2.3922, -4.7232, 0.0873)  -0.79
C (1.9932, -3.6104, 0.8179)  0.93
C (1.3743, -3.7673, 2.1978)  -0.03
C (0.4939, -5.0037, 2.3950)  -1.30
C (2.2644, -2.3354, 0.2813)  -0.81
N (1.8476, -1.1675, 1.0212)  1.37
C (2.6540, -0.7271, 1.9412)  0.21
C (2.2593, 0.2537, 2.8613)  -0.95
C (2.8475, 0.6377, 4.0725)  -0.96
C (1.8771, 1.3606, 4.7586)  -1.00
C (0.7465, 1.3885, 3.9362)  -0.68
N (0.9761, 0.7465, 2.7767)  0.62
H (5.2764, 0.3479, -1.3940)  0.45
H (5.5567, -1.3886, -1.1977)  0.39
H (4.9307, -0.4390, 0.1517)  0.25
H (3.4266, -0.8267, -2.4981)  0.48
H (2.8000, -0.0587, -1.0437)  -1.03
H (3.8751, -3.2189, -2.5561)  0.53
H (3.3153, -5.4708, -1.6983)  0.45
H (2.2110, -5.7170, 0.4779)  0.25
H (0.7946, -2.8763, 2.4411)  -0.14
H (2.1908, -3.8027, 2.9253)  0.43
H (-0.4001, -4.9522, 1.7745)  0.22
H (0.1846, -5.0779, 3.4382)  0.42
H (1.0220, -5.9244, 2.1502)  0.38
H (3.6379, -1.1837, 2.0468)  0.57
H (3.8441, 0.3829, 4.4034)  0.53
H (1.9608, 1.8182, 5.7327)  0.46
H (-0.2187, 1.8194, 4.1706)  0.59
Cl (-6.0632, -3.1351, 0.9437)  -0.15
C (-5.5296, -2.3331, 2.4198)  -0.39
Cl (-3.8066, -1.9030, 2.3460)  -0.01
H (-5.6703, -3.0048, 3.2542)  0.37
H (-6.0971, -1.4212, 2.5403)  0.18
Se (-0.3492, 3.7617, 1.8086)  0.45
N (-1.4094, 2.3487, 1.6678)  0.14
C (-2.4916, 2.6119, 2.4076)  0.53
C (-3.6273, 1.7654, 2.5334)  0.01
C (-4.6554, 2.1709, 3.3244)  -0.79
C (-4.6248, 3.4121, 4.0300)  -0.58
C (-3.5707, 4.2604, 3.9232)  -0.82
C (-2.4742, 3.8820, 3.0968)  0.61
N (-1.3955, 4.6298, 2.8898)  -0.80
H (-3.6534, 0.8258, 2.0001)  0.04
H (-5.5319, 1.5420, 3.4224)  0.41
H (-5.4623, 3.6753, 4.6642)  0.40
H (-3.5372, 5.2080, 4.4439)  0.47

The charge is +1. The calculation puts the LUMO energy at -3.06 eV.

No. 3
DFT (ωB97M-V/def2-TZVPD) results for the molecule C4H5NO2.

Last column: Mulliken charge in e.
CARTESIAN COORDINATES (ANGSTROEM)
O (-2.2074, -1.7134, -0.5535)  -0.45
C (-1.6110, -0.6842, -0.3673)  -0.17
C (-0.1492, -0.6242, 0.0271)  0.39
C (0.7502, 0.3012, -0.8227)  -0.56
N (1.5029, 1.0825, 0.1657)  -0.50
C (0.9262, 0.8755, 1.2698)  0.09
O (-0.1091, -0.0012, 1.3278)  -0.37
H (-2.1057, 0.3065, -0.4477)  0.31
H (0.2428, -1.6431, 0.1090)  0.26
H (0.1688, 1.0022, -1.4370)  0.31
H (1.4209, -0.2480, -1.4875)  0.31
H (1.1706, 1.3462, 2.2162)  0.39

The charge is 0. The SMILES is O=C[C@H]1CN=CO1. The calculation puts the LUMO energy at 0.71 eV. The energy above the lowest of the compared OMol25 structures with the same formula, charge and spin is 1.283 eV.

No. 4
DFT (ωB97M-V/def2-TZVPD) results for the molecule C8H15BrO.

Last column: Mulliken charge in e.
CARTESIAN COORDINATES (ANGSTROEM)
C (1.0918, 0.8177, -0.3390)  0.63
C (2.5599, 0.5010, 0.7108)  -0.46
C (-0.2943, 0.2840, -0.0096)  0.07
C (1.1874, 2.3113, -0.7529)  -1.63
C (-1.4125, 1.2238, 0.0642)  -1.87
C (-1.9462, -1.5669, -0.6163)  -1.66
C (-0.5546, -1.7389, 1.5610)  -1.43
C (-0.4733, -1.2172, 0.1118)  1.33
O (0.6248, -1.8678, -0.4703)  -0.61
Br (4.2833, 0.8625, -0.0033)  -0.11
H (1.5381, 0.2077, -1.0808)  0.20
H (2.6093, -0.5674, 0.9376)  0.34
H (1.8416, 2.4080, -1.6080)  0.39
H (1.6736, 2.8582, 0.1271)  0.32
H (0.2982, 2.7779, -0.9569)  0.53
H (-1.0965, 2.1832, 0.6850)  0.39
H (-2.2961, 0.8996, 0.6497)  0.37
H (-1.6806, 1.6546, -0.8788)  0.40
H (-2.0179, -2.6096, -0.5594)  0.54
H (-1.9474, -1.1010, -1.6253)  0.36
H (-2.6936, -1.1304, -0.0298)  0.43
H (0.3593, -2.0767, 1.8707)  0.45
H (-0.9879, -0.8823, 2.1770)  0.28
H (-1.2150, -2.6290, 1.4450)  0.34
H (0.5487, -1.6020, -1.4095)  0.40

The charge is 0. The calculation puts the LUMO energy (spin up / spin down) at -0.28 / 0.10 eV. The energy above the lowest of the compared OMol25 structures with the same formula, charge and spin is 3.202 eV.